Entry 1:
Here is a structure of composition C36H40N2ORhS2Si from OMol25. Energies are from wB97M-V/def2-TZVPD.

Positions of all 83 atoms, in Å:
Rh  -0.4481  -0.7829  -0.2643
C  1.6288  -0.7000  -0.3898
Si  2.3419  0.8745  0.2765
C  1.0451  2.0321  -0.4984
N  -0.3121  1.4505  -0.3912
C  -1.0873  1.5879  -1.6377
C  -1.6049  3.0146  -1.8310
C  -2.4245  3.4749  -0.6045
C  -2.4665  2.3908  0.4770
C  -1.0463  1.9428  0.8091
C  2.4879  0.9851  2.1455
C  3.1344  -0.0474  2.8329
C  3.3634  0.0275  4.1977
C  2.9543  1.1487  4.9074
C  2.3170  2.1868  4.2442
C  2.0850  2.0998  2.8784
C  4.0314  1.3549  -0.4166
C  4.1899  1.6825  -1.7654
C  5.4133  2.1050  -2.2610
C  6.5086  2.1994  -1.4140
C  6.3778  1.8557  -0.0769
C  5.1500  1.4388  0.4163
H  2.1001  -1.5953  0.0306
H  1.7727  -0.7327  -1.4827
H  1.3069  2.1535  -1.5505
H  1.0959  3.0266  -0.0414
H  -1.9299  0.9073  -1.6144
H  -0.4464  1.3017  -2.4736
H  -2.2133  3.0348  -2.7359
H  -0.7542  3.6789  -1.9928
H  -3.4422  3.7343  -0.8959
H  -1.9753  4.3736  -0.1773
H  -3.0688  1.5441  0.1481
H  -2.9266  2.7817  1.3853
H  -1.0517  1.1737  1.5757
H  -0.5143  2.8054  1.2211
H  3.4924  -0.9168  2.2880
H  3.8631  -0.7869  4.7073
H  3.1448  1.2139  5.9706
H  2.0130  3.0691  4.7925
H  1.5817  2.9242  2.3856
H  3.3438  1.6137  -2.4418
H  5.5121  2.3623  -3.3078
H  7.4602  2.5471  -1.7940
H  7.2299  1.9145  0.5881
H  5.0548  1.1855  1.4647
S  -4.7999  -0.4747  0.9073
C  -4.8397  -0.4255  -0.8248
C  -5.9479  -0.3932  -1.6571
C  -5.7398  -0.3214  -3.0220
C  -4.4413  -0.2926  -3.5388
C  -3.3379  -0.3206  -2.7125
C  -3.5273  -0.3832  -1.3262
N  -2.5554  -0.3597  -0.3658
C  -3.0564  -0.4507  0.8553
C  -2.1912  -0.6065  1.9726
C  -2.6327  -0.6130  3.3059
C  -1.7424  -0.8737  4.3223
C  -0.4051  -1.1268  4.0385
C  0.0573  -1.0880  2.7238
C  -0.8193  -0.8171  1.7039
H  -6.9479  -0.4262  -1.2455
H  -6.5875  -0.2953  -3.6921
H  -4.3054  -0.2394  -4.6109
H  -2.3323  -0.2900  -3.1156
H  -3.6778  -0.4112  3.5101
H  -2.0853  -0.8945  5.3482
H  0.2882  -1.3585  4.8361
H  1.1037  -1.2692  2.5399
O  -1.6980  -2.9991  -0.3201
S  -0.2786  -3.2930  -0.6967
C  -0.1295  -5.1285  -0.7666
C  -0.4772  -5.5291  -2.1902
C  0.1895  -4.4947  -3.0923
C  -0.2049  -3.1361  -2.5280
H  -0.8069  -5.5086  -0.0044
H  0.9044  -5.3650  -0.5090
H  -1.5596  -5.5028  -2.3283
H  -0.1261  -6.5376  -2.4080
H  -0.1343  -4.6022  -4.1271
H  1.2740  -4.6182  -3.0626
H  -1.2163  -2.8467  -2.8192
H  0.4989  -2.3433  -2.7837

Cartesian forces, eV/Å:
Rh 1.3 3.3 0.4
C -0.4 -1.1 0.7
Si 0.1 0.2 -0.4
C 0.5 0.2 0.5
N -0.1 -2.0 0.2
C -0.2 1.0 -0.5
C 0.1 -0.1 0.1
C -0.1 -0.1 0.1
C 0.1 0.4 -0.3
C -0.4 0.7 0.3
C -0.1 -0.1 -0.2
C 0.2 0.1 0.0
C 0.0 -0.1 0.0
C 0.0 0.0 0.0
C 0.0 0.0 0.1
C -0.1 0.0 -0.1
C -0.3 -0.1 0.2
C 0.0 0.0 0.0
C 0.0 0.0 -0.1
C 0.0 0.0 0.0
C 0.0 0.0 0.0
C -0.1 0.0 -0.1
H 0.1 0.0 -0.2
H 0.1 0.0 0.0
H 0.0 -0.1 0.0
H -0.3 0.0 -0.2
H 0.7 0.8 -0.1
H 0.1 0.0 0.0
H 0.1 0.0 0.0
H -0.1 0.1 -0.1
H 0.0 0.0 0.0
H 0.0 0.0 0.0
H 0.1 0.9 0.1
H 0.0 0.0 0.1
H 0.2 0.7 -0.2
H 0.0 0.0 -0.1
H 0.0 0.0 0.0
H 0.0 0.0 0.0
H 0.0 0.0 0.0
H 0.0 0.0 0.0
H 0.0 0.0 0.0
H 0.0 0.0 0.0
H 0.0 0.0 0.0
H 0.0 0.0 0.0
H 0.0 0.0 0.0
H 0.1 0.0 0.0
S 0.5 -0.1 0.1
C 0.4 0.2 0.1
C -0.2 0.0 -0.2
C 0.0 -0.1 0.2
C 0.0 0.0 -0.1
C 0.0 -0.2 0.1
C -1.0 -0.1 -0.5
N -0.7 -2.1 1.9
C -1.0 -0.4 -1.5
C 0.7 -0.5 1.5
C -0.1 0.1 -0.9
C 0.2 0.0 0.4
C -0.2 0.1 -0.2
C 0.2 -0.2 0.2
C -0.6 -0.5 -1.1
H 0.0 0.0 0.0
H 0.0 0.0 0.0
H 0.0 0.0 0.0
H -0.1 -0.1 -0.1
H 0.0 -0.1 0.1
H 0.0 0.0 0.0
H 0.0 0.0 0.0
H -0.1 -0.1 -0.1
O -0.4 0.2 0.3
S 0.2 -1.4 -0.6
C 0.2 0.3 -0.1
C 0.0 0.0 0.0
C -0.1 -0.1 0.0
C 0.3 -0.1 0.1
H 0.0 0.1 0.1
H 0.0 -0.1 0.0
H 0.0 0.0 0.0
H -0.1 0.0 0.0
H 0.1 0.1 0.0
H 0.0 0.0 0.0
H -0.1 0.0 0.1
H 0.0 0.0 0.0

Output
**Total energy**: -75558.4408 eV
**ΔE to the lowest compared entry with this formula, charge and spin**: 231.4 kJ/mol
**Net charge**: +1
**Maximum force**: 3.5 eV/Å

Here are the Löwdin charges for atoms 1 to 6, given in e: Rh 0.91; C -0.32; Si 0.65; C -0.20; N -0.21; C -0.21



Entry 2:
Here is a cluster of 2 separate species, C4H7IS in total from OMol25. Energies are from wB97M-V/def2-TZVPD.

Positions of all 13 atoms, in Å:
C  -1.5347  -2.2987  0.5317
C  0.8761  0.2091  -0.3421
C  -0.4478  0.5140  0.3493
C  -1.5906  -0.1204  -0.3700
S  -2.1115  -3.4900  -0.3048
I  -3.5218  0.4819  0.2323
H  -1.1025  -2.2499  1.5114
H  0.9716  -0.8584  -0.5284
H  0.9358  0.7336  -1.2929
H  1.7107  0.5283  0.2776
H  -0.4223  0.1553  1.3840
H  -0.5829  1.6011  0.4075
H  -1.5221  -0.2872  -1.4313

Cartesian forces, eV/Å:
C -0.4 2.5 -2.4
C -0.1 0.0 0.1
C 0.2 0.3 0.0
C -0.2 -2.8 2.1
S 0.1 0.0 0.3
I 0.3 0.0 -0.2
H 0.2 0.2 0.6
H 0.1 -0.1 0.0
H 0.0 0.0 -0.1
H 0.1 0.0 0.0
H -0.1 0.1 0.0
H 0.0 0.0 0.0
H 0.0 -0.1 -0.2

Output
**Total energy**: -23193.9234 eV
**ΔE to the lowest compared entry with this formula, charge and spin**: 242.5 kJ/mol
**Maximum force**: 3.5 eV/Å

Here are the Löwdin charges for atoms 1 to 6, given in e: C -0.62; C -0.11; C -0.43; C -0.68; S 0.65; I 0.76



Entry 3:
Here is a structure of composition C2H10BInO from OMol25. Energies are from wB97M-V/def2-TZVPD.

Positions of all 15 atoms, in Å:
In  -2.7547  -0.2797  -0.0201
B  -1.0302  2.1677  1.0063
H  -1.7767  2.8488  1.3844
H  -1.1932  2.0155  -0.0495
H  -0.0360  2.5429  1.1932
H  -1.1089  1.1900  1.4560
C  1.2767  -0.2843  -0.1739
C  0.8090  -1.7077  -0.5913
O  -0.4979  -1.6981  -1.0912
H  0.8299  0.1010  0.7426
H  1.1372  0.3720  -1.0329
H  2.3322  -0.4172  0.0635
H  1.0251  -2.3960  0.2259
H  1.4954  -2.0603  -1.3612
H  -0.5077  -2.3946  -1.7518

Cartesian forces, eV/Å:
In 0.6 0.0 0.4
B -3.2 -0.8 -2.6
H -2.0 5.0 0.7
H -1.9 -0.8 -3.7
H 4.8 1.7 3.8
H 2.0 -5.5 1.5
C -0.3 -1.9 -1.3
C 0.9 2.7 1.2
O 0.1 0.5 0.0
H -0.2 0.3 0.3
H 0.0 0.2 0.3
H 0.2 0.3 0.1
H -0.4 -0.6 0.4
H 0.2 -0.4 -0.6
H -0.8 -0.6 -0.4

Output
**Total energy**: -10104.4899 eV
**Net charge**: +2
**Maximum force**: 6.3 eV/Å

Here are the Löwdin charges for atoms 1 to 6, given in e: In 1.44; B -0.11; H 0.08; H -0.04; H 0.15; H -0.02



Which formula does entry 3 have? C2H10BInO



Which of these has the lowest total energy? C36H40N2ORhS2Si